C4HNO2 | ωB97M-V/def2-TZVPD

Calculated values
**HOMO energy**: -10.28 eV
**Energy above the lowest of the compared OMol25 structures with the same formula, charge and spin**: 537.17 kJ/mol

Structure (XYZ):
```
8
C4HNO2, DFT ωB97M-V/def2-TZVPD
C -0.388 0.487 0.004
C -1.625 0.930 -0.056
C 3.096 0.478 -0.172
C 1.923 0.855 0.008
N 0.727 1.341 0.045
O -2.696 1.341 -0.093
O 0.660 2.550 0.065
H -0.176 -0.572 0.017
```

Mulliken population analysis, charges in e, atoms 1 to 4: -0.351, 0.555, -0.819, 0.562

---

C26H24I2N5O4Sn | ωB97M-V/def2-TZVPD

Calculated values
**Charge**: -1
**HOMO energy**: -4.86 eV

Structure (XYZ):
```
62
C26H24I2N5O4Sn, DFT ωB97M-V/def2-TZVPD
Sn -0.420 0.154 0.095
C 2.164 3.492 -1.520
O 3.283 2.764 -2.012
C 3.048 1.565 -2.637
C 3.840 1.270 -3.724
C 3.704 0.065 -4.419
C 2.732 -0.822 -4.019
C 1.910 -0.550 -2.914
C 0.877 -1.530 -2.611
N -0.066 -1.420 -1.752
N -1.023 -2.441 -1.824
C -1.635 -2.554 -0.674
O -1.344 -1.918 0.397
C -2.789 -3.503 -0.634
C -3.937 -3.138 0.062
C -5.026 -3.994 0.104
C -4.967 -5.231 -0.527
C -3.817 -5.602 -1.209
C -2.734 -4.737 -1.270
C 2.087 0.631 -2.149
O 1.443 0.859 -1.049
H 2.507 4.520 -1.413
H 1.815 3.099 -0.569
H 1.337 3.462 -2.236
H 4.574 2.009 -4.024
H 4.346 -0.157 -5.262
H 2.582 -1.752 -4.557
H 0.866 -2.425 -3.237
H -3.961 -2.182 0.572
H -5.923 -3.696 0.632
H -5.814 -5.905 -0.483
H -3.763 -6.568 -1.697
H -1.839 -5.004 -1.816
I -5.484 1.622 2.057
C -4.806 1.641 0.093
C -5.698 1.962 -0.940
C -5.295 1.994 -2.247
I -6.692 2.498 -3.711
C -3.949 1.687 -2.581
C -3.418 1.687 -3.889
C -2.105 1.381 -4.099
C -1.300 1.045 -3.000
N -1.764 1.030 -1.773
C -3.061 1.356 -1.536
C -3.457 1.345 -0.133
O -2.594 1.091 0.758
H -6.725 2.193 -0.688
H -4.066 1.933 -4.721
H -1.679 1.381 -5.092
H -0.259 0.786 -3.134
N 0.600 2.431 2.439
C 1.521 2.104 3.525
C 1.570 0.597 3.715
N 2.362 -0.004 2.643
H 0.714 3.389 2.132
H -0.367 2.318 2.722
H 1.276 2.598 4.475
H 2.520 2.433 3.230
H 0.540 0.217 3.751
H 2.035 0.369 4.678
H 2.104 -0.973 2.499
H 2.151 0.472 1.770
```

Mulliken population analysis, charges in e, atoms 1 to 4: 0.537, -0.520, -0.514, 0.165

---

- Which value of HOMO energy does entry 2 give?
  -4.86 eV